--- a ---
{
  "formula": "C4H10OS2",
  "method": "ωB97M-V/def2-TZVPD",
  "species": ["C", "S", "S", "C", "C", "C", "O", "H", "H", "H", "H", "H", "H", "H", "H", "H", "H"],
  "positions_angstrom": [[-2.229, -0.867, 0.688], [-1.744, 0.581, -0.336], [-0.014, 1.368, 0.504], [0.702, -0.341, 1.104], [0.846, -1.417, -0.034], [1.501, -0.781, -1.288], [2.700, -0.188, -0.783], [-1.481, -1.730, 0.741], [-2.569, -0.704, 1.660], [-3.018, -1.314, 0.077], [1.665, 0.084, 1.478], [0.052, -0.764, 1.852], [-0.096, -1.639, -0.508], [1.550, -2.216, 0.261], [1.776, -1.625, -2.008], [0.953, -0.152, -1.926], [2.781, 0.826, -0.866]],
  "e_lumo_ha": 0.023,
  "homo_ev": -8.2,
  "smiles": "CSSCCCO",
  "spin_multiplicity": 1,
  "homo_lumo_gap_ev": 8.823
}

=====

--- b ---
{
  "formula": "C4H10OS2",
  "method": "ωB97M-V/def2-TZVPD",
  "species": ["C", "C", "C", "S", "S", "C", "H", "H", "H", "H", "H", "H", "H", "H", "O", "H", "H"],
  "positions_angstrom": [[-0.930, -0.316, -1.145], [0.000, 0.000, 0.000], [0.755, 1.324, -0.073], [-0.275, 2.785, -0.103], [-1.326, 2.378, -1.731], [-2.100, 0.697, -1.405], [-0.341, -0.432, -2.075], [-1.498, -1.253, -0.988], [0.753, -0.810, -0.048], [-0.615, -0.165, 0.906], [1.397, 1.421, 0.824], [1.420, 1.226, -0.953], [-2.696, 0.892, -0.492], [-2.806, 0.454, -2.222], [4.180, 0.232, 1.586], [4.934, 0.449, 0.993], [4.036, 1.050, 2.114]],
  "e_lumo_ha": 0.020,
  "homo_ev": -8.2,
  "smiles": "C1CCSSC1.O",
  "spin_multiplicity": 1,
  "homo_lumo_gap_ev": 8.719
}

=====

The relative energies come out as a 136.2; b 0.0, with values in kJ/mol.